No. 1
{"formula": "C46H60BrN2O41P", "method": "the ωB97M-V functional and the def2-TZVPD basis", "symbols": ["C", "C", "Br", "C", "C", "C", "N", "C", "N", "C", "P", "O", "C", "C", "O", "O", "C", "O", "O", "H", "H", "H", "H", "H", "H", "H", "H", "H", "H", "H", "H", "C", "C", "O", "C", "O", "O", "H", "H", "H", "H", "C", "C", "O", "C", "O", "O", "H", "H", "H", "H", "C", "C", "O", "C", "O", "O", "H", "H", "H", "H", "C", "C", "O", "C", "O", "O", "H", "H", "H", "H", "C", "C", "O", "C", "O", "O", "H", "H", "H", "H", "C", "C", "O", "C", "O", "O", "H", "H", "H", "H", "C", "C", "O", "C", "O", "O", "H", "H", "H", "H", "C", "C", "O", "C", "O", "O", "H", "H", "H", "H", "C", "C", "O", "C", "O", "O", "H", "H", "H", "H", "C", "C", "O", "C", "O", "O", "H", "H", "H", "H", "C", "C", "O", "C", "O", "O", "H", "H", "H", "H", "C", "C", "O", "C", "O", "O", "H", "H", "H", "H"], "coordinates": [[-6.370, -3.401, -5.423], [-5.563, -2.970, -4.216], [-5.937, -4.142, -2.697], [-4.044, -2.871, -4.478], [-3.508, -1.757, -3.591], [-3.243, -2.038, -2.277], [-2.785, -1.078, -1.456], [-2.607, 0.188, -1.842], [-2.146, 1.018, -0.831], [-2.877, 0.547, -3.165], [-2.701, 2.297, -3.691], [-2.487, 2.516, -5.121], [-3.297, -0.443, -4.043], [-3.555, -0.196, -5.498], [-4.457, 0.465, -5.885], [-2.729, -0.928, -6.248], [-1.804, -0.244, -7.150], [-0.823, 0.347, -6.665], [-2.003, -0.331, -8.366], [-7.398, -3.076, -5.269], [-6.018, -2.930, -6.333], [-6.416, -4.476, -5.533], [-5.904, -1.982, -3.928], [-3.857, -2.607, -5.510], [-3.534, -3.776, -4.167], [-3.397, -3.030, -1.893], [-2.577, -1.353, -0.497], [-2.847, 1.065, -0.097], [-1.947, 1.952, -1.154], [-3.927, 2.865, -3.276], [-1.735, 2.890, -2.847], [-3.080, -3.180, -8.224], [-2.696, -4.501, -8.851], [-3.315, -5.458, -7.976], [-4.342, -4.847, -7.353], [-5.157, -5.409, -6.689], [-4.330, -3.513, -7.580], [-3.209, -2.380, -8.944], [-2.373, -2.859, -7.470], [-3.107, -4.627, -9.854], [-1.621, -4.656, -8.888], [0.400, 4.029, 1.813], [0.382, 3.095, 3.002], [-1.001, 2.692, 3.049], [-1.519, 2.846, 1.821], [-2.589, 2.439, 1.479], [-0.675, 3.512, 1.009], [1.338, 4.007, 1.266], [0.171, 5.060, 2.084], [1.002, 2.210, 2.851], [0.678, 3.579, 3.922], [1.936, 2.814, 6.769], [3.031, 1.964, 7.360], [3.345, 1.073, 6.271], [2.974, 1.674, 5.129], [3.245, 1.274, 4.037], [2.252, 2.790, 5.367], [1.941, 3.829, 7.149], [0.944, 2.378, 6.916], [3.916, 2.537, 7.609], [2.712, 1.406, 8.236], [5.887, 0.771, 2.782], [6.580, 0.195, 1.567], [7.831, 0.894, 1.569], [8.079, 1.310, 2.831], [9.112, 1.777, 3.194], [6.999, 1.129, 3.623], [5.237, 0.062, 3.281], [5.316, 1.670, 2.555], [6.774, -0.874, 1.661], [6.040, 0.377, 0.642], [-5.328, -1.274, 1.872], [-4.864, -0.898, 3.263], [-3.504, -1.374, 3.278], [-3.076, -1.434, 2.012], [-1.954, -1.625, 1.657], [-4.092, -1.244, 1.138], [-6.047, -0.574, 1.457], [-5.744, -2.281, 1.821], [-4.862, 0.180, 3.428], [-5.447, -1.375, 4.046], [7.339, 5.981, 1.982], [7.516, 5.493, 3.402], [6.174, 5.519, 3.907], [5.330, 5.429, 2.851], [4.157, 5.258, 2.937], [6.003, 5.558, 1.683], [8.050, 5.540, 1.288], [7.390, 7.068, 1.899], [7.897, 4.471, 3.449], [8.160, 6.138, 3.995], [7.066, -1.067, 8.623], [5.880, -1.220, 7.693], [4.790, -0.799, 8.521], [5.284, 0.008, 9.488], [4.615, 0.658, 10.225], [6.636, -0.014, 9.495], [7.981, -0.789, 8.108], [7.249, -1.963, 9.219], [5.938, -0.559, 6.826], [5.731, -2.241, 7.352], [-4.534, 1.948, 7.756], [-3.507, 2.411, 6.744], [-4.131, 2.074, 5.502], [-5.467, 2.012, 5.706], [-6.275, 1.917, 4.840], [-5.759, 2.072, 7.025], [-4.559, 2.561, 8.653], [-4.399, 0.903, 8.041], [-3.346, 3.490, 6.774], [-2.550, 1.906, 6.843], [-5.331, -4.192, -14.044], [-4.965, -3.580, -12.709], [-3.674, -4.144, -12.460], [-3.129, -4.498, -13.652], [-2.005, -4.840, -13.804], [-4.051, -4.407, -14.643], [-5.938, -3.536, -14.663], [-5.837, -5.153, -13.940], [-4.872, -2.494, -12.755], [-5.659, -3.843, -11.914], [1.464, -2.674, -4.908], [0.595, -2.561, -6.135], [-0.401, -3.579, -5.901], [-0.472, -3.792, -4.578], [-1.314, -4.446, -4.041], [0.537, -3.162, -3.922], [1.885, -1.720, -4.600], [2.272, -3.399, -5.024], [0.090, -1.599, -6.219], [1.136, -2.754, -7.057], [0.723, -5.113, -0.966], [-0.725, -5.402, -0.655], [-0.691, -5.639, 0.759], [0.400, -5.014, 1.265], [0.623, -4.879, 2.423], [1.201, -4.563, 0.269], [0.844, -4.405, -1.780], [1.292, -6.017, -1.192], [-1.371, -4.547, -0.858], [-1.108, -6.269, -1.186], [6.078, 7.377, 7.465], [4.915, 7.900, 8.278], [3.917, 6.899, 8.049], [4.546, 5.753, 7.707], [4.007, 4.696, 7.613], [5.859, 5.963, 7.485], [7.044, 7.621, 7.898], [6.053, 7.721, 6.430], [5.135, 7.942, 9.346], [4.566, 8.875, 7.950]], "forces_ev_per_angstrom": [[-1.2755, 0.0903, 0.7787], [0.3259, 0.2634, -1.0319], [-0.0310, 0.0949, 0.1712], [-0.3453, 0.6771, 1.3019], [0.1605, -0.5582, -0.1591], [-0.0605, 0.2489, -0.5893], [-0.1359, -0.7044, -0.0075], [0.2492, 0.3143, 0.3181], [-0.7005, -0.2401, -0.7188], [0.4232, 0.2964, 0.2670], [-0.7457, 0.1932, -0.6655], [0.3692, -0.0279, -0.3164], [0.1295, -0.2817, 0.3357], [0.4811, -0.2602, -0.2553], [-0.7539, 0.5984, -0.1330], [0.0634, -0.0152, 0.5275], [2.8694, 2.3353, -3.3380], [-1.1079, -1.0653, 1.8750], [-1.4856, -1.1320, 0.9384], [-0.1681, 0.1458, 0.0640], [0.1301, -0.0208, 0.0640], [0.1777, 0.2709, -0.0315], [-0.1498, 0.0758, 0.3280], [-0.0466, -0.3872, -0.0920], [0.0474, -0.2694, -0.5097], [0.1120, -0.1026, 0.3259], [0.2114, 0.3166, 0.1242], [0.4474, 0.1504, 0.4661], [0.0636, 0.1322, 0.2089], [0.1941, -0.1096, 0.5071], [-0.0716, -0.2658, 0.1650], [0.0979, -0.1395, -0.3363], [0.1075, 0.0745, -0.2252], [-0.0250, 0.1191, 0.0075], [0.0971, -0.1382, -0.0576], [0.5326, -0.6271, -0.4869], [0.2619, -0.2042, -0.2854], [-0.1662, 0.1253, 0.1487], [0.0165, -0.0424, 0.0892], [-0.0153, -0.0153, 0.0185], [-0.0217, -0.1423, 0.1429], [0.2125, 0.0860, 0.0360], [0.1759, 0.0576, -0.0907], [-0.0028, 0.0851, -0.0970], [0.0917, -0.0659, 0.0780], [-0.2277, 0.0034, 0.0726], [-0.0311, 0.0138, 0.0354], [-0.0874, -0.0842, -0.1393], [-0.0642, -0.0190, -0.0022], [-0.0220, -0.0094, 0.0060], [-0.1799, -0.0257, 0.1008], [-0.1993, 0.0699, 0.1696], [-0.0357, -0.1846, 0.4428], [-0.0947, 0.0982, -0.0790], [0.0723, -0.0035, 0.0276], [-0.0956, 0.0015, -0.1416], [0.0517, -0.1641, 0.2599], [0.1111, 0.0838, -0.1847], [0.0351, -0.0855, -0.1098], [0.0397, 0.0393, -0.0669], [0.0506, -0.2259, -0.1370], [-0.1232, -0.0921, -0.1019], [-0.1249, -0.1050, -0.0464], [-0.0330, -0.0018, 0.0355], [0.0036, -0.0166, 0.0148], [0.0431, 0.1258, 0.0372], [0.0143, -0.0475, -0.1515], [0.0649, 0.0604, 0.1793], [0.0012, 0.0021, 0.0137], [0.0374, 0.0131, 0.0364], [0.1424, 0.1211, -0.0569], [-0.2215, -0.0186, 0.1084], [-0.2358, 0.1909, 0.1459], [-0.0646, -0.0101, -0.1779], [0.0619, 0.0217, 0.2662], [0.1105, -0.0230, -0.2618], [-0.2971, 0.0471, -0.0414], [0.1690, 0.0893, -0.1281], [0.0880, -0.0300, -0.0077], [0.0512, -0.0002, -0.0450], [0.1862, -0.1189, 0.0602], [0.1507, 0.0757, -0.0617], [0.2732, -0.0866, 0.0877], [-0.0050, 0.0655, -0.1909], [-0.0134, -0.0420, 0.0330], [-0.0803, -0.0027, -0.0021], [0.0378, -0.0025, 0.1068], [-0.1604, -0.1134, -0.0866], [-0.0478, -0.0003, 0.0297], [-0.0455, -0.0119, 0.0063], [-0.1408, 0.0293, 0.1143], [0.1326, -0.1073, -0.0891], [0.0897, -0.0626, -0.2096], [0.1004, -0.0011, 0.0364], [-0.0415, 0.0749, 0.0101], [-0.0645, 0.0567, 0.0311], [-0.0511, -0.1027, -0.0780], [-0.0099, 0.1742, 0.0845], [-0.0487, 0.0050, 0.0141], [-0.0061, 0.0414, 0.0371], [-0.1683, -0.0057, 0.1058], [0.0897, -0.0217, 0.1627], [0.1700, 0.0477, 0.1043], [-0.0356, -0.0236, 0.1020], [-0.0702, 0.0475, -0.0313], [-0.0330, -0.1028, -0.0962], [0.1507, 0.0087, -0.0095], [-0.1752, 0.0601, -0.0500], [0.0036, -0.0077, -0.0444], [-0.0498, 0.0060, -0.0061], [-0.0345, -0.0918, -0.1775], [-0.1751, -0.0020, -0.0292], [-0.1569, 0.1265, 0.0948], [-0.0822, -0.0196, -0.0707], [0.0463, -0.0048, -0.0273], [0.0614, -0.0309, 0.0048], [-0.0285, 0.0307, 0.1207], [0.1432, 0.0136, -0.1167], [0.0302, -0.0072, 0.0317], [0.0264, -0.0070, -0.0363], [0.1388, -0.0935, 0.0856], [0.2011, 0.0973, -0.0156], [0.0544, 0.2988, -0.3625], [0.1274, -0.0969, 0.2204], [0.0456, 0.1210, -0.1817], [0.0476, -0.0402, 0.2840], [-0.1219, -0.1256, -0.1203], [-0.1475, 0.0115, 0.1546], [-0.0669, -0.0637, 0.0397], [0.0271, 0.1423, 0.0795], [-0.1337, -0.2284, -0.0254], [0.1045, 0.0332, -0.2657], [-0.0923, -0.0710, -0.1072], [0.0449, 0.0559, -0.1204], [0.0002, 0.0639, 0.0823], [0.0191, -0.0254, 0.0322], [-0.1210, -0.0830, -0.0368], [0.0749, 0.1405, 0.1137], [-0.0352, -0.0330, 0.0588], [0.0244, 0.0309, 0.0199], [-0.0558, -0.0751, 0.1595], [0.2372, 0.2080, -0.0797], [0.0592, 0.1821, 0.0700], [0.0753, -0.0142, 0.0020], [0.0285, -0.0282, -0.0793], [0.0627, 0.1960, 0.0644], [-0.1197, 0.1239, 0.0755], [0.0289, -0.1948, 0.0329], [-0.0580, -0.0391, -0.0059], [0.0040, -0.0614, -0.0036], [-0.1719, -0.0893, -0.0690]], "charge": 0, "energy_ev": -214935.225, "homo_lumo_gap_ev": 6.87, "lumo_ev": -0.83}

***

No. 2
{"formula": "C46H60N2OP", "method": "the ωB97M-V functional and the def2-TZVPD basis", "symbols": ["C", "C", "C", "C", "P", "C", "C", "C", "C", "C", "C", "C", "C", "C", "C", "C", "C", "C", "C", "H", "H", "H", "H", "H", "H", "H", "H", "H", "H", "H", "H", "H", "H", "H", "H", "H", "H", "H", "H", "H", "H", "H", "H", "H", "H", "H", "H", "H", "H", "H", "H", "H", "C", "N", "C", "O", "C", "C", "C", "C", "C", "C", "C", "C", "N", "C", "C", "C", "C", "C", "C", "C", "C", "C", "C", "C", "C", "C", "C", "C", "C", "C", "C", "H", "H", "H", "H", "H", "H", "H", "H", "H", "H", "H", "H", "H", "H", "H", "H", "H", "H", "H", "H", "H", "H", "H", "H", "H", "H", "H"], "coordinates": [[-2.954, -3.148, 0.394], [-1.680, -2.761, -0.365], [-1.062, -1.476, 0.172], [-0.840, -1.530, 1.702], [-0.051, -0.003, 2.468], [1.414, 0.059, 1.269], [2.360, 1.215, 1.629], [3.539, 1.295, 0.655], [4.309, -0.023, 0.524], [3.383, -1.214, 0.271], [2.145, -1.282, 1.176], [-0.992, 1.306, 1.422], [-2.517, 1.166, 1.313], [-3.110, 2.183, 0.325], [-2.667, 3.636, 0.546], [-1.187, 3.790, 0.936], [-0.701, 2.730, 1.937], [-2.138, -1.870, 2.451], [-2.797, -3.152, 1.913], [-3.747, -2.437, 0.128], [-3.276, -4.139, 0.066], [-0.936, -3.566, -0.306], [-1.906, -2.606, -1.429], [-0.130, -1.257, -0.368], [-1.744, -0.653, -0.067], [-0.128, -2.350, 1.911], [1.035, 0.267, 0.253], [1.848, 2.183, 1.590], [2.731, 1.100, 2.660], [3.156, 1.579, -0.333], [4.218, 2.088, 0.985], [5.025, 0.055, -0.303], [4.889, -0.193, 1.441], [3.037, -1.175, -0.771], [3.944, -2.149, 0.391], [2.424, -1.615, 2.186], [1.503, -2.074, 0.767], [-0.605, 1.230, 0.391], [-2.850, 0.183, 0.974], [-2.965, 1.310, 2.307], [-2.833, 1.885, -0.699], [-4.207, 2.126, 0.387], [-2.855, 4.206, -0.372], [-3.284, 4.078, 1.340], [-0.578, 3.724, 0.025], [-1.024, 4.789, 1.364], [-1.216, 2.873, 2.899], [0.359, 2.914, 2.132], [-1.918, -1.971, 3.525], [-2.845, -1.036, 2.353], [-3.776, -3.261, 2.396], [-2.189, -4.015, 2.212], [4.728, -6.390, 8.052], [4.712, -4.948, 8.073], [5.855, -4.199, 8.165], [6.995, -4.647, 8.259], [5.434, -2.738, 8.064], [6.299, -1.955, 7.085], [6.090, -2.452, 5.676], [6.673, -3.635, 5.200], [6.213, -4.187, 4.005], [5.183, -3.567, 3.287], [4.731, -2.302, 3.685], [5.247, -1.720, 4.836], [4.028, -2.829, 7.666], [3.319, -1.808, 7.140], [2.074, -2.000, 6.559], [1.294, -1.013, 5.891], [-0.017, -0.766, 6.402], [-0.446, 0.583, 6.602], [-1.575, 0.846, 7.362], [-2.358, -0.207, 7.849], [-2.019, -1.542, 7.569], [-0.847, -1.830, 6.872], [3.483, -4.192, 7.854], [2.515, -4.324, 9.000], [2.937, -4.515, 10.262], [2.083, -4.789, 11.411], [2.647, -4.904, 12.707], [1.855, -5.249, 13.799], [0.477, -5.465, 13.630], [-0.100, -5.309, 12.362], [0.688, -4.979, 11.260], [5.760, -6.722, 8.180], [4.108, -6.790, 8.863], [4.335, -6.755, 7.093], [5.502, -2.315, 9.089], [6.004, -0.904, 7.161], [7.343, -2.083, 7.397], [7.459, -4.125, 5.783], [6.648, -5.122, 3.645], [4.753, -4.042, 2.408], [3.977, -1.751, 3.118], [4.943, -0.711, 5.136], [3.757, -0.812, 7.237], [1.623, -2.994, 6.676], [1.762, -0.300, 5.206], [0.206, 1.384, 6.244], [-1.844, 1.876, 7.615], [-3.219, 0.007, 8.469], [-2.660, -2.344, 7.933], [-0.518, -2.864, 6.726], [2.983, -4.541, 6.939], [1.451, -4.212, 8.749], [4.019, -4.455, 10.470], [3.721, -4.722, 12.816], [2.308, -5.354, 14.787], [-0.141, -5.752, 14.480], [-1.172, -5.451, 12.222], [0.236, -4.881, 10.270]], "forces_ev_per_angstrom": [[-0.0359, 0.1099, -0.1539], [0.0991, -0.0497, 0.0646], [-0.0119, 0.2299, 0.1641], [0.0516, -0.1611, 0.1871], [-0.3546, 0.2009, -2.3694], [0.1211, 0.0109, 0.1259], [0.3696, -0.1111, -0.2037], [0.1060, -0.0893, 0.0136], [-0.0973, 0.0577, 0.1632], [-0.0217, -0.0455, -0.0497], [0.4036, 0.0198, 0.0814], [-0.1328, 0.2770, 0.3779], [-0.3787, 0.2980, 0.2116], [0.0986, 0.1057, -0.1096], [0.0025, -0.0061, 0.2914], [-0.1035, -0.1005, -0.1036], [-0.2729, 0.2467, -0.1065], [-0.1572, -0.0698, -0.1053], [0.2546, 0.1400, 0.2983], [0.0276, -0.0764, -0.0300], [-0.1359, 0.0947, -0.0280], [-0.1204, -0.0266, 0.0244], [0.0144, -0.2075, 0.1976], [-0.2182, -0.1466, 0.1821], [0.2623, -0.2492, -0.0697], [-0.2352, 0.1629, -0.0249], [0.0260, -0.0123, 0.4167], [0.0927, -0.3875, 0.0497], [-0.0208, -0.0653, -0.0860], [0.0108, 0.0332, 0.0795], [-0.0570, -0.0503, -0.1637], [-0.0255, -0.0378, 0.2287], [-0.0311, 0.0138, -0.0724], [0.0526, -0.0361, 0.1372], [-0.0253, 0.0994, -0.1810], [-0.0857, 0.0503, -0.1161], [0.0608, 0.2920, 0.1798], [-0.0083, -0.0058, 0.4040], [0.1478, 0.3388, 0.1822], [0.0343, 0.0502, -0.0628], [-0.0218, -0.0539, 0.1993], [0.2641, 0.0113, -0.1413], [-0.0685, 0.0042, 0.2654], [0.0574, -0.0427, -0.1015], [0.0440, -0.0125, 0.1505], [0.0004, -0.1533, -0.1818], [0.0204, -0.0679, -0.0920], [-0.2737, -0.1294, 0.0398], [-0.0934, -0.0165, -0.1952], [0.1472, -0.3398, 0.1775], [0.1303, -0.1363, -0.1273], [-0.0250, 0.0332, -0.0149], [-0.2206, -0.2896, -0.0253], [0.3268, 0.6077, -0.1698], [0.4066, -1.2240, -0.3439], [-1.5068, 0.9647, 0.0792], [0.1693, 0.1715, 1.0182], [0.2663, 0.0179, -0.2542], [0.3589, 0.3850, -0.3181], [-0.3092, 0.0619, 0.1468], [-0.1220, 0.0097, -0.0856], [0.0499, 0.2953, 0.1453], [0.1859, -0.0409, -0.1493], [-0.3121, -0.3712, 0.2227], [-1.0867, 1.3549, -0.2975], [1.2875, -1.5227, -0.3744], [-0.8870, 0.1023, -1.1368], [1.5059, -0.3269, 2.0507], [-2.1058, -0.2661, -0.3324], [0.7111, -0.8007, -0.3328], [-0.1860, -0.0605, 0.2594], [0.4432, -0.1316, -0.3109], [0.3510, 0.1693, -0.1572], [0.1965, 0.6579, 0.2809], [0.6645, -0.4996, -0.0254], [-0.0994, 0.3756, 0.5416], [0.1463, 0.3492, -0.6087], [-0.8069, -0.1126, 0.9852], [-0.1981, 0.0423, -0.8431], [-0.3864, -0.0311, -0.0212], [0.4104, 0.1487, -0.2627], [0.1762, 0.0543, -0.0617], [0.5647, -0.0050, 0.3890], [-0.1753, 0.0890, -0.0388], [0.1231, 0.0215, -0.1272], [0.1237, 0.0253, 0.1893], [0.0914, -0.0595, -0.4802], [0.3717, -0.0194, -0.0535], [-0.2224, 0.1559, 0.1017], [-0.3829, 0.0810, -0.1785], [-0.1707, 0.2791, 0.0901], [0.1895, 0.0982, 0.1372], [0.4490, -0.3256, 0.0733], [-0.0096, -0.3579, -0.1181], [0.0108, -0.3680, -0.2955], [-0.1880, 0.6890, 0.5113], [-0.0346, 0.2823, 0.6128], [-0.3705, -0.1805, 0.0391], [0.1201, -0.3983, -0.2140], [-0.0158, -0.0062, -0.1174], [0.2080, 0.1651, -0.1179], [-0.3287, 0.3810, -0.0331], [0.3121, 0.1140, -0.0280], [0.5159, -0.3052, 0.1662], [-0.4893, -0.3278, -0.1600], [-0.3721, -0.1458, 0.0867], [-0.1599, 0.0363, -0.3227], [0.1827, 0.1107, -0.2336], [0.2869, -0.0086, 0.1094], [0.0533, -0.1053, 0.3900]], "relative_energy_kj_mol": 0.00, "charge": 1, "energy_ev": -62985.296, "homo_lumo_gap_ev": 5.98, "lumo_ev": -4.93}